Entry 1:
{
  "formula": "CH5NO2P2",
  "method": "ωB97M-V with the def2-TZVPD basis set",
  "energy_ev": -25281.1740,
  "e_homo_ev": -10.61,
  "lumo_energy_ev": 0.6,
  "largest_force_ha_per_bohr": 0.10216,
  "charge": 0,
  "species": ["C", "N", "O", "O", "P", "P", "H", "H", "H", "H", "H"],
  "xyz": [[-0.13855, 0.44227, 1.01240], [0.21442, -1.11992, -0.95738], [-2.26679, -1.49194, 0.49223], [2.25728, -1.45867, 0.51060], [-1.37072, -0.44221, -0.07932], [1.28847, -0.45287, 0.01681], [-0.16723, 1.45998, 0.73623], [-0.15502, 0.36549, 2.03173], [0.34249, -2.07630, -0.91977], [-1.83810, 0.48752, -0.94637], [1.79160, 0.62069, -0.77110]]
}


Entry 2:
{
  "formula": "C9H9NO3",
  "method": "ωB97M-V with the def2-TZVPD basis set",
  "energy_ev": -17104.5031,
  "e_homo_ev": -8.64,
  "lumo_energy_ev": -0.5,
  "largest_force_ha_per_bohr": 0.08785,
  "charge": 0,
  "species": ["C", "C", "C", "C", "C", "C", "C", "C", "C", "N", "O", "O", "O", "H", "H", "H", "H", "H", "H", "H", "H", "H"],
  "xyz": [[0.45730, -1.92156, 2.11729], [-0.29743, -0.83193, 2.50228], [0.82979, -2.13618, 0.76254], [-0.74821, -0.01433, 1.56646], [0.24825, -1.26894, -0.19751], [-0.52790, -0.22038, 0.17540], [0.13845, 3.11882, -1.89068], [0.54034, 2.16070, -0.96591], [-0.99313, 0.73541, -0.78483], [0.97192, 2.34306, 0.40581], [1.97972, 1.74679, 0.76050], [0.09759, 2.88848, 1.11741], [1.33331, 2.23298, -2.08356], [0.76820, -2.61806, 2.90538], [-0.22727, -0.47599, 3.46236], [1.41565, -3.02824, 0.35116], [-1.26836, 0.82290, 1.94495], [0.53168, -1.62014, -1.26676], [-0.70005, 2.88851, -2.53831], [0.47862, 4.19234, -1.79696], [-0.93422, 0.41364, -1.79894], [-1.61386, 1.60441, -0.44608]]
}


Entry 3:
{
  "formula": "C33H62AlClNO46S12",
  "method": "ωB97M-V with the def2-TZVPD basis set",
  "energy_ev": -280020.7809,
  "e_homo_ev": -5.37,
  "lumo_energy_ev": 1.4,
  "largest_force_ha_per_bohr": 0.23701,
  "charge": -1,
  "species": ["O", "C", "O", "C", "C", "Al", "S", "Cl", "C", "C", "C", "C", "N", "C", "C", "C", "C", "H", "H", "H", "H", "H", "H", "H", "H", "H", "H", "H", "H", "H", "H", "H", "H", "H", "H", "C", "C", "O", "S", "O", "O", "O", "H", "H", "H", "H", "C", "C", "O", "S", "O", "O", "O", "H", "H", "H", "H", "C", "C", "O", "S", "O", "O", "O", "H", "H", "H", "H", "C", "C", "O", "S", "O", "O", "O", "H", "H", "H", "H", "C", "C", "O", "S", "O", "O", "O", "H", "H", "H", "H", "C", "C", "O", "S", "O", "O", "O", "H", "H", "H", "H", "C", "C", "O", "S", "O", "O", "O", "H", "H", "H", "H", "C", "C", "O", "S", "O", "O", "O", "H", "H", "H", "H", "C", "C", "O", "S", "O", "O", "O", "H", "H", "H", "H", "C", "C", "O", "S", "O", "O", "O", "H", "H", "H", "H", "C", "C", "O", "S", "O", "O", "O", "H", "H", "H", "H"],
  "xyz": [[-0.39775, -3.07877, 2.99417], [-1.34346, -2.93426, 2.06000], [-1.99883, -1.61070, 1.91297], [-2.76301, -1.57525, 0.65303], [-3.09047, -0.05990, 0.09488], [-1.51748, 1.25286, 0.19394], [-2.36908, 3.31742, -0.47377], [-0.88610, 1.43455, 2.38114], [0.13591, 0.71634, -0.89520], [-0.15620, -0.28547, -2.15999], [0.94660, -1.54177, -2.20917], [0.25057, -2.78599, -1.38676], [1.08249, -4.05124, -1.33277], [2.14761, -4.39265, -0.30387], [2.76255, -5.89738, -0.61496], [1.92363, -6.42551, -1.94377], [0.89451, -5.19706, -2.33147], [-1.62587, -3.84227, 1.35526], [-2.30534, -2.28332, -0.19097], [-3.82433, -2.06157, 0.90266], [-3.59202, -0.14199, -0.97316], [-3.93562, 0.37642, 0.81632], [-3.18706, 3.73359, 0.62539], [0.61873, 1.71635, -1.31001], [0.93597, 0.23758, -0.18531], [-1.20778, -0.81875, -2.02369], [-0.12860, 0.23578, -3.21782], [1.95713, -1.26779, -1.64542], [1.25623, -1.81729, -3.31277], [0.12579, -2.41437, -0.26957], [-0.79396, -2.99328, -1.88373], [2.42110, -3.63734, 0.56825], [3.59195, -6.47040, -0.02048], [2.08920, -7.47901, -2.43325], [0.13574, -5.26374, -3.23418], [-6.44661, -1.31256, 4.01245], [-5.58638, -2.38443, 4.67638], [-5.91315, -3.59664, 4.00069], [-6.28356, -3.25523, 2.44935], [-5.10690, -3.49024, 1.64228], [-7.57239, -3.83424, 2.14924], [-6.46618, -1.64476, 2.62520], [-7.47542, -1.34608, 4.38525], [-6.04017, -0.30817, 4.15831], [-5.78526, -2.47403, 5.74698], [-4.52058, -2.18727, 4.51973], [-4.23377, 7.19628, -2.74593], [-5.43083, 6.95905, -3.66272], [-5.17229, 5.70919, -4.29819], [-4.33716, 4.75564, -3.27168], [-5.27361, 3.87118, -2.61446], [-3.15130, 4.28419, -3.94836], [-3.90335, 5.91556, -2.21136], [-3.37073, 7.56233, -3.31136], [-4.46385, 7.89811, -1.93985], [-5.55040, 7.75168, -4.40516], [-6.35589, 6.85922, -3.08512], [-10.95710, -2.59964, -0.87206], [-10.01791, -1.47765, -1.30653], [-9.52823, -0.91021, -0.09367], [-9.43174, -2.08093, 1.03793], [-8.06737, -2.55844, 1.07795], [-10.14626, -1.64026, 2.21337], [-10.33806, -3.19535, 0.26685], [-11.92913, -2.20229, -0.56252], [-11.10321, -3.34385, -1.65951], [-10.52459, -0.72040, -1.90955], [-9.16226, -1.87356, -1.86371], [4.70809, -3.86282, -3.41968], [3.76967, -3.47586, -4.55957], [3.98827, -2.08219, -4.76613], [5.54477, -1.73375, -4.42509], [6.28533, -1.71417, -5.66699], [5.57194, -0.64591, -3.47520], [5.90399, -3.11704, -3.64063], [4.29496, -3.56476, -2.45064], [4.92371, -4.93457, -3.40824], [2.72148, -3.67051, -4.32046], [4.03524, -3.99994, -5.48377], [1.99612, 3.57015, 2.94921], [1.41585, 4.13600, 4.24258], [2.31427, 5.17202, 4.63281], [2.95055, 5.85350, 3.29447], [2.19623, 7.05047, 2.99545], [4.38989, 5.83969, 3.41486], [2.50695, 4.69532, 2.23630], [2.82934, 2.89056, 3.15524], [1.24272, 3.05007, 2.35156], [1.33383, 3.38069, 5.02779], [0.43370, 4.58836, 4.06909], [-7.72434, 3.59814, 1.63448], [-8.29448, 3.50692, 0.22157], [-7.99967, 2.18206, -0.21502], [-8.02466, 1.18183, 1.07314], [-9.32012, 0.54110, 1.12182], [-6.78144, 0.44715, 1.10535], [-7.98048, 2.32809, 2.23160], [-6.64064, 3.75207, 1.61301], [-8.19275, 4.39524, 2.21799], [-7.85254, 4.24295, -0.45425], [-9.38310, 3.62612, 0.22744], [5.07760, 2.96178, -5.22181], [5.50080, 3.22039, -3.77829], [4.69052, 4.30905, -3.34117], [3.24388, 4.22693, -4.09012], [2.30878, 3.58126, -3.19580], [2.98120, 5.50120, -4.71755], [3.66452, 3.15631, -5.24543], [5.53289, 3.68861, -5.90224], [5.32874, 1.94982, -5.55063], [6.56101, 3.47044, -3.69349], [5.27867, 2.35729, -3.14185], [9.06704, -4.88438, -2.51984], [9.64890, -5.18052, -1.14018], [8.63092, -5.90511, -0.45354], [7.79329, -6.79474, -1.53398], [8.32348, -8.14002, -1.51849], [6.38791, -6.50070, -1.37634], [8.33116, -6.05172, -2.88176], [8.37019, -4.04091, -2.48094], [9.84464, -4.67899, -3.26040], [9.90979, -4.27083, -0.59414], [10.53078, -5.82556, -1.21459], [4.07721, -1.92692, 3.01544], [3.49694, -1.36107, 4.30882], [4.39536, -0.32506, 4.69904], [5.03163, 0.35643, 3.36070], [4.27732, 1.55339, 3.06168], [6.47098, 0.34262, 3.48109], [4.58803, -0.80176, 2.30253], [4.91043, -2.60651, 3.22147], [3.32381, -2.44700, 2.41779], [3.41492, -2.11639, 5.09402], [2.51479, -0.90872, 4.13533], [-1.77844, 9.36210, -0.43361], [-1.35524, 9.62071, 1.00991], [-2.16552, 10.70936, 1.44702], [-3.61216, 10.62725, 0.69807], [-4.54726, 9.98157, 1.59240], [-3.87484, 11.90151, 0.07065], [-3.19152, 9.55663, -0.45723], [-1.32315, 10.08893, -1.11404], [-1.52730, 8.35013, -0.76244], [-0.29502, 9.87076, 1.09471], [-1.57737, 8.75761, 1.64634], [8.23083, -7.65038, 4.12369], [7.55431, -6.31936, 4.44060], [7.71588, -5.52934, 3.26478], [7.70915, -6.51074, 1.96200], [6.37602, -6.50780, 1.40175], [8.89247, -6.23935, 1.17937], [7.92369, -7.91809, 2.75651], [9.31862, -7.57224, 4.21942], [7.86750, -8.46037, 4.76180], [8.00025, -5.82074, 5.30448], [6.48110, -6.45381, 4.61224]]
}